DFT (ωB97M-V with the def2-TZVPD basis set) results for C34H56AuBN5P2S2 as an isolated structure.

The geometry in XYZ format:
```
101
Properties=species:S:1:pos:R:3:forces:R:3:lowdin_spin:R:1
Au 1.0058 0.2277 -0.3306 -1.26 -0.77 1.32 0.25
C -0.2008 2.7623 3.6339 0.20 -0.01 -0.34 0.00
C -0.1986 3.6543 2.3600 0.23 -0.43 0.18 0.05
C 1.0946 4.5077 2.4001 -0.16 -0.38 -0.06 0.00
C -1.4211 4.6102 2.4739 0.59 0.06 -0.35 0.01
P -0.1953 2.4257 0.7371 -0.98 1.79 0.79 0.16
C -1.9690 1.7086 0.9490 0.28 1.10 -0.12 0.01
N -1.8357 0.3315 1.3105 0.27 -0.09 0.51 0.03
B -0.6797 -0.3943 0.8778 -1.53 -0.91 0.99 0.20
N -0.8876 -1.7011 1.4732 -0.06 -0.38 -0.91 0.03
C -0.0859 -2.8338 1.0653 1.56 0.02 0.58 0.00
P 0.8188 -2.4170 -0.5776 -0.10 -2.15 0.00 0.13
C -0.3375 -3.6122 -1.6840 0.02 0.40 -0.14 0.03
C -1.8581 -3.5416 -1.3380 0.39 0.78 -0.18 0.01
C -0.1228 -3.1047 -3.1192 -0.52 -0.09 -0.05 0.01
C 0.0648 -5.0902 -1.5777 0.70 0.23 0.23 0.01
C 2.5985 -3.3028 -0.4673 -0.31 0.30 0.61 0.03
C 3.2756 -3.4195 -1.8461 -0.57 -0.16 0.05 0.00
C 2.5872 -4.6769 0.2426 -0.02 -0.03 -0.41 0.01
C 3.5086 -2.3688 0.3755 -0.80 0.26 -0.28 0.00
C -2.1419 -1.7735 2.1404 0.25 0.44 0.20 0.01
C -2.7704 -2.8284 2.8255 0.05 0.23 -0.31 0.00
C -4.0085 -2.5999 3.4431 0.13 0.67 -0.27 0.00
C -4.5547 -1.2961 3.4268 0.15 -0.37 0.12 0.00
C -3.9126 -0.2272 2.7910 -0.02 0.20 -0.36 0.00
C -2.7153 -0.4769 2.1003 0.58 -0.12 -0.38 0.01
C -0.1272 3.6022 -0.7796 -0.22 -0.35 -0.16 0.01
C 1.3717 3.8949 -1.0587 -0.31 0.14 0.21 0.00
C -0.9032 4.9153 -0.6493 0.11 -0.45 0.13 0.01
C -0.6926 2.8546 -2.0175 0.26 -0.34 0.69 0.01
H -0.1564 3.4127 4.5253 -0.11 -0.19 -0.33 0.00
H 0.6669 2.0938 3.6841 -0.08 0.15 -0.12 0.00
H -1.0960 2.1379 3.7077 -0.03 0.10 -0.02 0.00
H 1.0767 5.1286 3.3080 -0.05 -0.05 -0.29 0.00
H 1.2391 5.1430 1.5255 -0.26 0.12 0.16 0.00
H 1.9855 3.8827 2.4643 0.00 -0.19 0.00 0.00
H -1.3052 5.1892 3.4086 -0.01 -0.23 -0.36 0.00
H -2.3902 4.1187 2.5203 0.02 -0.18 0.03 0.00
H -1.4366 5.3075 1.6331 -0.16 -0.06 0.51 0.00
H -2.4678 1.8068 -0.0075 -0.32 0.09 -0.30 0.01
H -2.5399 2.2782 1.6914 0.22 -0.11 -0.13 0.00
H -0.6372 -3.7732 0.9829 -0.12 0.28 -0.23 0.00
H 0.6820 -3.0477 1.8312 -0.07 0.12 -0.19 0.00
H -2.2567 -2.5188 -1.4680 0.17 -0.52 0.21 0.01
H -2.0857 -3.8854 -0.3288 0.02 0.04 -0.04 0.00
H -2.4224 -4.1918 -2.0246 0.35 0.12 0.06 0.00
H -0.4653 -2.0607 -3.2109 0.19 -0.34 -0.05 0.01
H -0.7156 -3.7223 -3.8080 0.05 0.16 0.06 0.00
H 0.9135 -3.1769 -3.4468 0.07 0.08 0.09 0.00
H -0.0770 -5.5338 -0.5818 -0.07 0.27 -0.19 0.00
H 1.1091 -5.2466 -1.8561 -0.24 0.02 -0.07 0.00
H -0.5205 -5.6699 -2.2797 -0.36 -0.07 -0.19 0.00
H 2.7390 -4.1014 -2.5073 0.15 -0.10 0.06 0.00
H 4.3052 -3.7803 -1.7222 -0.25 0.01 0.04 0.00
H 3.3192 -2.4671 -2.3648 0.04 0.30 0.01 0.00
H 2.2186 -5.5009 -0.3825 0.20 0.40 0.30 0.00
H 2.0199 -4.6797 1.1758 0.08 0.07 -0.04 0.00
H 3.6300 -4.8970 0.4759 0.02 -0.14 0.15 0.00
H 3.5472 -1.3719 -0.0750 0.07 0.02 0.08 0.00
H 4.5125 -2.7705 0.3859 0.32 -0.16 -0.05 0.00
H 3.1960 -2.2613 1.4157 -0.19 -0.05 0.01 0.00
H -2.3114 -3.8154 2.8494 -0.09 0.17 0.02 0.00
H -4.5570 -3.4162 3.9345 0.41 0.46 -0.25 0.00
H -5.5064 -1.1103 3.9370 0.42 -0.07 -0.24 0.00
H -4.3901 0.7655 2.8179 0.40 -0.53 -0.12 0.00
H 1.8249 4.5951 -0.3432 -0.28 -0.11 -0.24 0.00
H 1.4434 4.3222 -2.0695 0.13 -0.09 0.28 0.00
H 1.9812 2.9934 -0.9944 0.03 -0.16 -0.21 0.00
H -0.4617 5.5802 0.0925 -0.04 0.02 -0.22 0.00
H -1.9506 4.7218 -0.4040 0.06 0.13 0.00 0.00
H -0.8709 5.3908 -1.6211 -0.02 0.34 -0.23 0.00
H -0.2433 1.8588 -2.1073 -0.01 0.06 -0.12 0.00
H -0.4681 3.4070 -2.9228 0.17 0.21 -0.16 0.00
H -1.7734 2.7061 -2.0021 0.00 0.07 0.23 0.01
S -2.3476 -0.1890 -2.3488 -0.18 0.02 0.09 0.57
C -3.5784 0.1100 -3.4833 -0.33 0.28 -0.72 0.06
C -3.3053 0.9347 -4.6111 0.60 0.18 -0.15 0.09
C -4.2862 1.2524 -5.5319 0.01 0.20 -0.31 -0.01
C -5.5815 0.7517 -5.3644 0.16 0.02 0.12 0.12
C -5.8725 -0.0849 -4.2904 -0.32 -0.70 0.47 -0.01
C -4.8923 -0.4192 -3.3682 0.36 0.32 0.06 0.09
H -2.2781 1.3144 -4.7511 -0.66 -0.24 0.17 0.00
H -4.0522 1.8870 -6.4037 -0.13 -0.39 0.61 0.00
H -6.3630 1.0105 -6.0648 0.02 -0.01 -0.07 0.01
H -6.8700 -0.5380 -4.1596 0.55 0.46 -0.21 0.00
H -5.0907 -1.0682 -2.5244 -0.15 0.00 -0.06 0.00
C 6.7286 0.7327 0.0688 -0.12 -0.02 0.18 0.00
C 6.1954 1.7226 1.1293 0.65 0.19 -0.28 0.00
C 4.8848 1.2936 1.6604 -2.18 0.12 -0.56 0.00
N 3.7812 1.4956 0.9664 1.25 -0.43 1.05 0.00
N 2.6577 0.9682 1.5496 0.48 -0.67 0.68 0.00
C 2.9066 0.3624 2.6931 0.17 0.14 -0.20 0.00
N 1.9533 -0.2629 3.4542 0.52 0.34 -0.29 0.00
S 4.5768 0.4560 3.1845 -0.12 0.22 -0.81 0.00
H 7.6966 1.0669 -0.3281 -0.41 -0.01 -0.03 0.00
H 5.9827 0.5943 -0.7293 0.39 0.24 0.15 0.00
H 6.8872 -0.2447 0.5158 0.06 -0.18 0.11 0.00
H 6.0297 2.6947 0.6263 0.22 -0.34 0.51 0.00
H 6.9102 1.8209 1.9642 -0.17 0.18 -0.47 0.00
H 1.0823 -0.3983 2.9678 -0.29 -0.24 0.14 0.00
H 2.2331 -0.9346 4.1595 -0.17 0.24 -0.35 0.00
```
Positions in Å, forces in eV/Å.

## Properties
Max |F|: 2.25 eV/A
HOMO energy (spin up / spin down): -0.3242 / -0.3787 hartree
Gap between HOMO and LUMO (spin up / spin down): 6.004 / 6.072 eV
2S+1: 3
Charge: +1
E_LUMO (spin up / spin down): -2.82 / -4.23 eV
Energy above the lowest of the compared OMol25 structures with the same formula, charge and spin: 209.3 kJ/mol